No. 1
An isolated ion of composition C2H5N2 and charge +1 in a non-equilibrium geometry, computed with wB97M-V/def2-TZVPD.

## Properties
Total energy   -188.28017 hartree
Net charge   +1
Max |F|   4.62 eV/Å
LUMO level   -6.09 eV
SMILES string   N=[N+]1CC1
Gap between HOMO and LUMO   9.584 eV
ΔE to the lowest compared entry with this formula, charge and spin   355.3 kJ/mol

Last column: Mulliken charge in e.
Atoms and positions in Å:
N  -1.493  -0.968  0.415  -0.536
N  -0.503  -0.408  0.047  0.524
C  0.614  -0.180  -0.767  -0.246
C  0.593  0.785  0.427  -0.321
H  -2.254  -0.723  1.133  0.368
H  0.404  0.163  -1.736  0.295
H  1.276  -0.917  -0.975  0.330
H  1.239  0.487  1.251  0.296
H  0.124  1.761  0.204  0.290

=====

No. 2
C30H27AuI2N4OS as an isolated structure in a non-equilibrium geometry, computed with wB97M-V/def2-TZVPD.

## Properties
Total energy   -2582.77762 hartree
Net charge   0
Max |F|   1.49 eV/Å
LUMO level (spin up / spin down)   -1.00 / -0.72 eV
Gap between HOMO and LUMO (spin up / spin down)   4.911 / 5.617 eV
ΔE to the lowest compared entry with this formula, charge and spin   272.6 kJ/mol

Last column: Mulliken charge in e.
Atoms and positions in Å:
Au  0.362  1.327  -0.739  0.838
I  -4.332  3.767  -0.438  0.037
C  -2.403  4.616  -0.461  -0.574
C  -2.227  5.985  -0.531  -0.302
C  -0.959  6.520  -0.544  -0.367
I  -0.775  8.633  -0.617  0.018
C  0.177  5.697  -0.499  0.911
C  1.514  6.146  -0.506  -0.477
C  2.545  5.244  -0.449  -1.003
C  2.249  3.881  -0.405  -0.152
N  1.015  3.427  -0.414  -0.513
C  -0.024  4.285  -0.448  0.162
C  -1.340  3.707  -0.417  0.749
O  -1.532  2.448  -0.358  -0.736
H  -3.092  6.630  -0.575  0.360
H  1.725  7.203  -0.569  0.191
H  3.572  5.571  -0.434  0.385
H  3.032  3.139  -0.365  0.422
C  -0.424  -0.577  -0.403  -0.395
C  -1.623  -0.907  -0.574  0.511
C  -2.908  -1.412  -0.665  0.215
C  -3.789  -1.299  0.432  -0.389
C  -5.009  -1.938  0.407  -0.687
C  -5.391  -2.680  -0.705  -0.445
C  -4.549  -2.764  -1.808  -0.496
C  -3.325  -2.134  -1.800  -0.636
H  -3.484  -0.715  1.288  0.645
H  -5.668  -1.869  1.261  0.389
H  -6.342  -3.190  -0.709  0.392
H  -4.851  -3.338  -2.672  0.389
H  -2.660  -2.203  -2.648  0.490
C  2.123  0.801  -1.895  -1.724
C  2.076  -0.551  -2.407  0.546
C  1.241  -0.875  -3.491  -0.307
C  1.178  -2.153  -3.985  -0.829
C  1.946  -3.168  -3.397  0.427
C  2.769  -2.868  -2.308  -0.655
C  2.830  -1.582  -1.827  -0.331
C  1.896  -4.474  -3.914  0.016
N  1.866  -5.540  -4.341  -0.538
H  2.054  1.553  -2.675  0.749
H  2.982  0.984  -1.258  0.407
H  0.639  -0.095  -3.936  0.450
H  0.551  -2.388  -4.833  0.488
H  3.356  -3.653  -1.854  0.471
H  3.479  -1.357  -0.993  0.304
C  -0.774  -3.336  4.434  -0.958
C  -1.073  -1.912  3.963  -0.695
N  -0.730  -1.722  2.571  0.036
C  0.502  -1.462  2.073  0.211
S  0.794  -1.798  0.419  -0.153
N  1.473  -0.914  2.835  -0.029
C  2.811  -0.679  2.334  -0.227
C  3.671  -1.939  2.387  -1.113
H  -1.000  -3.442  5.491  0.378
H  0.274  -3.579  4.273  0.253
H  -1.380  -4.049  3.881  0.313
H  -0.536  -1.184  4.576  0.325
H  -2.140  -1.705  4.071  0.359
H  -1.354  -2.154  1.904  0.199
H  1.384  -0.992  3.837  0.249
H  3.249  0.123  2.934  0.452
H  2.718  -0.332  1.302  -0.034
H  3.859  -2.237  3.416  0.379
H  4.625  -1.771  1.897  0.388
H  3.157  -2.748  1.874  0.262

=====

No. 3
One molecule with the formula C5H8O in a non-equilibrium geometry, computed with wB97M-V/def2-TZVPD.

## Properties
Total energy   -270.46720 hartree
Net charge   0
Max |F|   1.20 eV/Å
LUMO level   1.02 eV
SMILES string   C#CC[C@@H](C)O
Gap between HOMO and LUMO   10.910 eV
ΔE to the lowest compared entry with this formula, charge and spin   238.1 kJ/mol

Last column: Mulliken charge in e.
Atoms and positions in Å:
C  -1.118  2.128  0.241  -0.198
C  -0.664  1.238  0.923  -0.399
C  0.177  0.097  1.207  -0.552
C  0.765  -0.333  -0.254  0.236
C  -0.019  -1.558  -0.728  -1.219
O  0.747  0.688  -1.211  -0.537
H  -1.600  2.980  -0.166  0.467
H  -0.395  -0.740  1.631  0.302
H  0.970  0.362  1.920  0.337
H  1.819  -0.563  -0.064  0.257
H  -1.084  -1.308  -0.817  0.249
H  0.320  -1.911  -1.707  0.351
H  0.080  -2.376  -0.004  0.365
H  0.000  1.297  -0.971  0.340

=====

No. 4
C32H29BrN5OS2Ti as an isolated structure in a non-equilibrium geometry, computed with wB97M-V/def2-TZVPD.

## Properties
Total energy   -5804.75132 hartree
Net charge   +3
Max |F|   3.02 eV/Å
LUMO level   -10.88 eV
Gap between HOMO and LUMO   5.345 eV
ΔE to the lowest compared entry with this formula, charge and spin   112.4 kJ/mol

Last column: Mulliken charge in e.
Atoms and positions in Å:
Ti  -0.048  -0.553  0.310  0.161
N  2.733  2.441  -1.517  -0.399
C  2.055  1.453  -0.911  0.538
S  1.054  1.824  0.418  -0.411
N  2.088  0.257  -1.502  -1.074
N  1.729  -0.757  -0.661  1.005
C  2.678  -1.461  0.029  0.239
C  4.098  -1.543  -0.439  0.101
C  5.180  -1.576  0.432  -0.534
C  6.468  -1.391  -0.029  -0.817
C  6.741  -1.321  -1.406  -0.459
C  5.666  -1.423  -2.293  -0.699
C  4.377  -1.622  -1.820  -0.125
C  2.239  -2.015  1.281  0.959
C  2.929  -2.961  2.044  -0.725
C  2.470  -3.272  3.355  -0.664
C  1.265  -2.719  3.816  -0.885
C  0.602  -1.767  3.036  -0.121
N  1.063  -1.465  1.799  0.412
H  2.465  3.393  -1.252  0.255
H  3.181  2.271  -2.437  0.282
H  4.949  -1.627  1.513  0.506
H  7.239  -1.314  0.719  0.435
H  7.732  -1.193  -1.810  0.451
H  5.829  -1.279  -3.339  0.457
H  3.594  -1.828  -2.559  0.371
H  3.772  -3.465  1.575  0.782
H  3.096  -3.924  3.952  0.503
H  0.672  -3.092  4.658  0.436
H  -0.278  -1.261  3.365  0.595
O  -1.631  0.062  1.187  -0.185
S  -2.656  1.430  1.188  0.175
C  -1.736  2.716  2.228  -0.578
C  -2.167  4.106  1.761  0.470
C  -3.535  4.395  1.690  -0.001
C  -4.010  5.605  1.253  -0.850
C  -3.070  6.547  0.805  -0.476
C  -1.689  6.292  0.880  -0.657
C  -1.214  5.062  1.392  -0.418
C  -2.297  2.111  -0.549  -0.461
C  -2.583  0.970  -1.462  -0.417
C  -1.510  0.277  -2.083  -0.530
C  -1.787  -0.779  -2.977  -1.083
C  -3.102  -1.232  -3.110  -0.410
C  -4.173  -0.579  -2.452  -0.890
C  -3.908  0.478  -1.586  -0.511
H  -0.663  2.495  2.115  0.335
H  -2.028  2.482  3.254  0.526
H  -4.196  3.633  2.131  0.367
H  -5.051  5.871  1.237  0.458
H  -3.387  7.541  0.532  0.418
H  -0.973  7.052  0.602  0.419
H  -0.154  4.871  1.508  0.427
H  -1.235  2.423  -0.574  0.298
H  -2.925  3.004  -0.680  0.805
H  -0.483  0.605  -1.928  1.447
H  -0.973  -1.202  -3.597  0.474
H  -3.290  -2.086  -3.770  0.518
H  -5.197  -0.866  -2.698  0.477
H  -4.741  0.995  -1.155  0.575
Br  -4.769  -4.131  0.654  -0.067
C  -3.101  -3.720  -0.125  -0.349
C  -2.458  -4.685  -0.962  -0.264
C  -1.091  -4.485  -1.236  -0.965
C  -0.456  -3.326  -0.821  -0.200
N  -1.115  -2.389  -0.098  0.741
C  -2.420  -2.589  0.266  -0.290
H  -3.070  -5.553  -1.244  0.505
H  -0.529  -5.211  -1.814  0.479
H  0.583  -3.116  -1.068  0.549
H  -2.846  -1.881  0.981  0.568

=====

- The lowest total energy belongs to which entry?
  C32H29BrN5OS2Ti

=====

- The lowest max |F| belongs to which entry?
  C5H8O